No. 1
The following is a DFT calculation (the ωB97M-V functional and the def2-TZVPD basis) of C20H19Cl2LiN3O2S as an isolated structure.

Calculated values
Energy relative to the best compared isomer or geometry (same formula, charge and spin), kcal per mole: 3.1
E_LUMO, eV: 2.42
Spin multiplicity: 1
Frontier orbital gap, eV: 5.5
Net charge: -1
Calculated total energy, Ha: -2414.52947

Geometry (Å):
Li: -1.3365 0.2122 0.1009
C: -3.6842 1.7887 3.2497
C: -2.5164 1.6349 2.2677
O: -2.5814 0.6454 1.4621
C: -1.5361 2.6098 2.3091
C: -0.3663 2.6334 1.4796
C: 0.5139 3.8606 1.4733
N: -0.1058 1.6159 0.7355
N: 1.0405 1.6090 -0.0307
C: 0.9857 0.6532 -0.9315
O: -0.0124 -0.1043 -1.1868
C: 2.2520 0.4365 -1.7019
C: 2.4047 -0.7436 -2.4270
C: 3.5567 -0.9845 -3.1611
C: 4.5758 -0.0427 -3.1849
C: 4.4374 1.1321 -2.4553
C: 3.2888 1.3686 -1.7164
H: -4.4136 1.0006 3.0660
H: -4.1646 2.7629 3.1359
H: -3.3307 1.7077 4.2798
H: -1.6716 3.4276 3.0083
H: 0.1190 4.6293 2.1373
H: 0.5732 4.2609 0.4591
H: 1.5306 3.6048 1.7768
H: 1.5939 -1.4606 -2.4005
H: 3.6585 -1.9055 -3.7239
H: 5.4741 -0.2233 -3.7642
H: 5.2325 1.8691 -2.4720
H: 3.1736 2.2776 -1.1423
Cl: -2.6794 3.2560 -1.5176
C: -3.9322 2.1093 -1.0360
Cl: -3.6073 0.4983 -1.6780
H: -4.8772 2.4614 -1.4326
H: -3.9221 2.0255 0.0429
S: -1.9800 -4.4804 -1.0110
C: -2.4209 -2.8182 -0.6464
N: -1.5790 -2.1637 0.0517
C: -0.4694 -2.9161 0.3587
C: 0.6454 -2.4719 1.0681
C: 1.6824 -3.3528 1.2922
C: 1.6220 -4.6746 0.8384
C: 0.5291 -5.1311 0.1247
C: -0.5056 -4.2384 -0.1243
H: -3.3627 -2.4239 -1.0017
H: 0.6714 -1.4419 1.4033
H: 2.5653 -3.0138 1.8184
H: 2.4448 -5.3486 1.0403
H: 0.4843 -6.1516 -0.2338

Forces on atoms 1 to 2 (eV/Å):
-0.112 -0.161 0.349
0.137 -0.093 -0.043

---

No. 2
The following is a DFT calculation (the ωB97M-V functional and the def2-TZVPD basis) of C16H23F4N2OPtS as an isolated structure.

Calculated values
Energy relative to the best compared isomer or geometry (same formula, charge and spin), kcal per mole: 0.0
E_LUMO, eV: -3.69
Spin multiplicity: 1
Frontier orbital gap, eV: 7.3
Net charge: +1
Calculated total energy, Ha: -1724.91050

Geometry (Å):
Pt: 0.6896 0.1989 0.4101
C: -1.3564 -2.7629 1.5166
C: 0.1055 -2.7353 1.1153
N: 0.4589 -1.7970 0.0019
C: -0.5507 -1.8899 -1.1194
C: -0.7580 -3.2856 -1.6884
C: 1.8283 -2.1978 -0.4851
C: 2.3197 -1.2542 -1.5619
N: 1.9404 0.0690 -1.1069
C: 2.3192 1.2466 -1.6916
C: 1.9890 2.4299 -1.0351
F: 1.2938 2.2875 0.1776
C: 2.3356 3.6892 -1.4557
F: 1.9648 4.7400 -0.7248
C: 3.0527 3.8457 -2.6247
C: 3.3996 2.6943 -3.3088
F: 4.0842 2.7877 -4.4457
C: 3.0536 1.4266 -2.8696
F: 3.4319 0.3632 -3.5974
H: -1.4464 -3.3517 2.4300
H: -1.9710 -3.2517 0.7632
H: -1.7876 -1.7820 1.7024
H: 0.3939 -3.7318 0.7728
H: 0.7648 -2.4837 1.9462
H: -0.2104 -1.2129 -1.8988
H: -1.4826 -1.4842 -0.7286
H: 0.1598 -3.7204 -2.0820
H: -1.4533 -3.1997 -2.5228
H: -1.1940 -3.9790 -0.9726
H: 1.7876 -3.2272 -0.8423
H: 2.4864 -2.1687 0.3825
H: 1.9160 -1.5041 -2.5467
H: 3.4043 -1.3641 -1.6284
H: 3.3219 4.8235 -2.9944
O: -2.0426 0.3918 2.2308
S: -0.5860 0.5649 2.2703
C: 0.0565 -0.2148 3.7649
C: -0.1922 0.8184 4.8565
C: 0.3201 2.1351 4.2773
C: -0.2358 2.2558 2.8558
H: 1.1223 -0.3977 3.6113
H: -0.4754 -1.1566 3.8822
H: 0.3255 0.5484 5.7753
H: -1.2599 0.8749 5.0739
H: 1.4112 2.1217 4.2461
H: 0.0196 2.9935 4.8754
H: 0.4243 2.7749 2.1691
H: -1.2234 2.7171 2.8196

Forces on atoms 1 to 2 (eV/Å):
0.242 -0.215 0.018
-0.038 0.027 0.063

---

No. 3
The following is a DFT calculation (the ωB97M-V functional and the def2-TZVPD basis) of ClH6Mg2O3 as an isolated structure at a distorted geometry.

Calculated values
E_LUMO, eV: -15.41
Spin multiplicity: 1
Frontier orbital gap, eV: 2.7
Net charge: +3
Calculated total energy, Ha: -1088.37228

Geometry (Å):
Mg: -0.6352 -1.7932 2.2759
Mg: -3.9042 0.4260 -3.5827
Cl: -1.4716 0.2006 -0.8938
O: -0.6449 3.8579 2.3993
H: -1.0374 3.4192 1.6445
H: -1.1679 3.5654 3.1457
O: 1.9673 0.0572 2.1917
H: 2.2029 0.3681 1.3176
H: 2.3254 0.7170 2.7856
O: 1.1403 -3.5591 -3.5981
H: 0.8937 -4.1691 -4.2933
H: 0.3317 -3.0900 -3.3924

Forces on atoms 1 to 2 (eV/Å):
0.919 1.076 -0.544
0.863 0.045 0.864

---

No. 4
The following is a DFT calculation (the ωB97M-V functional and the def2-TZVPD basis) of C32H28FeN6 as an isolated structure.

Calculated values
Energy relative to the best compared isomer or geometry (same formula, charge and spin), kcal per mole: 2.2
E_LUMO (spin up / spin down), eV: 0.54 / 0.37
Spin multiplicity: 5
Frontier orbital gap (spin up / spin down), eV: 7.1 / 7.1
Net charge: 0
<S²>: 6.013
Calculated total energy, Ha: -2828.48259

Geometry (Å):
Fe: 0.3806 -0.4250 -0.1000
C: -6.6025 -1.3955 1.6518
C: -5.0986 -1.3372 1.5969
C: -4.3007 -2.2030 2.3488
C: -2.9288 -2.1922 2.2431
C: -2.2295 -1.2929 1.4017
N: -0.8799 -1.3217 1.2394
C: -0.0848 -2.0770 2.1058
C: -0.0266 -1.8451 3.4850
C: 0.8434 -2.5404 4.3012
C: 1.7247 -3.4910 3.7810
C: 2.7297 -4.1849 4.6607
C: 1.6875 -3.7205 2.4183
C: 0.7889 -3.0410 1.6037
N: 0.7867 -3.3586 0.2075
C: 0.9461 -4.5793 -0.3369
C: 0.9643 -4.4341 -1.7043
C: 0.8087 -3.0600 -1.9090
N: 0.7027 -2.4181 -0.7529
C: -3.0500 -0.4072 0.6733
C: -4.4397 -0.4622 0.7571
N: -2.5029 0.6052 -0.1953
C: -3.1228 1.7443 -0.5568
C: -2.3437 2.3908 -1.4896
C: -1.2314 1.5677 -1.6354
N: -1.3280 0.4896 -0.8550
H: -6.9457 -1.6631 2.6517
H: -6.9995 -2.1423 0.9600
H: -7.0484 -0.4350 1.3913
H: -4.7711 -2.9178 3.0155
H: -2.3500 -2.9067 2.8121
H: -0.6803 -1.0870 3.8994
H: 0.8596 -2.3259 5.3642
H: 2.2685 -4.5439 5.5818
H: 3.5352 -3.5024 4.9424
H: 3.1803 -5.0362 4.1509
H: 2.3919 -4.4093 1.9654
H: 1.0106 -5.4550 0.2855
H: 1.0662 -5.2075 -2.4445
H: 0.7531 -2.5119 -2.8359
H: -5.0318 0.1884 0.1248
H: -4.0559 2.0378 -0.1117
H: -2.5448 3.3309 -1.9711
H: -0.3530 1.7091 -2.2447
C: 1.3206 3.4956 3.5972
C: 0.2370 2.8164 3.0561
C: 0.4316 1.7547 2.1881
C: 1.7200 1.3380 1.8223
C: 2.8044 2.0420 2.3615
C: 2.6014 3.0978 3.2366
N: 1.8676 0.3010 0.8995
C: 3.0144 -0.5026 0.9138
C: 3.5108 -1.0272 -0.2833
C: 4.5665 -1.9277 -0.2994
C: 5.1886 -2.3020 0.8831
C: 4.7244 -1.7655 2.0802
C: 3.6531 -0.8900 2.1007
H: 1.1705 4.3192 4.2826
H: -0.7723 3.1094 3.3202
H: -0.4218 1.2150 1.7908
H: 3.8110 1.7658 2.0757
H: 3.4607 3.6247 3.6345
H: 3.0575 -0.7078 -1.2163
H: 4.9149 -2.3252 -1.2451
H: 6.0237 -2.9900 0.8738
H: 5.1958 -2.0469 3.0150
H: 3.2697 -0.5237 3.0450

Forces on atoms 1 to 2 (eV/Å):
-0.516 -0.574 0.114
0.039 -0.018 0.008

---

No. 5
The following is a DFT calculation (the ωB97M-V functional and the def2-TZVPD basis) of one molecule with the formula C3H5ClIN at a distorted geometry.

Calculated values
Energy relative to the best compared isomer or geometry (same formula, charge and spin), kcal per mole: 0.4
E_LUMO, eV: 0.41
Spin multiplicity: 1
Frontier orbital gap, eV: 9.9
Net charge: 0
SMILES string: C[C@H](I)/N=C/Cl
Calculated total energy, Ha: -929.87528

Geometry (Å):
C: 0.2588 1.9822 -0.1140
C: -0.7063 -1.6462 0.1432
C: 0.2067 -0.5021 -0.1772
N: -0.2987 1.0896 0.5511
Cl: 0.0751 3.6260 0.4393
I: 2.1709 -0.5777 0.5011
H: 0.8983 2.0841 -0.9183
H: -0.6528 -1.8551 1.2959
H: -1.6953 -1.4181 -0.1441
H: -0.3461 -2.5466 -0.4197
H: 0.0894 -0.2360 -1.1574

Forces on atoms 1 to 2 (eV/Å):
-1.546 0.742 2.241
1.879 -0.938 2.654

---

Copy entry 3 word for word.
The following is a DFT calculation (the ωB97M-V functional and the def2-TZVPD basis) of ClH6Mg2O3 as an isolated structure at a distorted geometry.

Calculated values
E_LUMO, eV: -15.41
Spin multiplicity: 1
Frontier orbital gap, eV: 2.7
Net charge: +3
Calculated total energy, Ha: -1088.37228

Geometry (Å):
Mg: -0.6352 -1.7932 2.2759
Mg: -3.9042 0.4260 -3.5827
Cl: -1.4716 0.2006 -0.8938
O: -0.6449 3.8579 2.3993
H: -1.0374 3.4192 1.6445
H: -1.1679 3.5654 3.1457
O: 1.9673 0.0572 2.1917
H: 2.2029 0.3681 1.3176
H: 2.3254 0.7170 2.7856
O: 1.1403 -3.5591 -3.5981
H: 0.8937 -4.1691 -4.2933
H: 0.3317 -3.0900 -3.3924

Forces on atoms 1 to 2 (eV/Å):
0.919 1.076 -0.544
0.863 0.045 0.864

---

Repeat the fifth record exactly.
The following is a DFT calculation (the ωB97M-V functional and the def2-TZVPD basis) of one molecule with the formula C3H5ClIN at a distorted geometry.

Calculated values
Energy relative to the best compared isomer or geometry (same formula, charge and spin), kcal per mole: 0.4
E_LUMO, eV: 0.41
Spin multiplicity: 1
Frontier orbital gap, eV: 9.9
Net charge: 0
SMILES string: C[C@H](I)/N=C/Cl
Calculated total energy, Ha: -929.87528

Geometry (Å):
C: 0.2588 1.9822 -0.1140
C: -0.7063 -1.6462 0.1432
C: 0.2067 -0.5021 -0.1772
N: -0.2987 1.0896 0.5511
Cl: 0.0751 3.6260 0.4393
I: 2.1709 -0.5777 0.5011
H: 0.8983 2.0841 -0.9183
H: -0.6528 -1.8551 1.2959
H: -1.6953 -1.4181 -0.1441
H: -0.3461 -2.5466 -0.4197
H: 0.0894 -0.2360 -1.1574

Forces on atoms 1 to 2 (eV/Å):
-1.546 0.742 2.241
1.879 -0.938 2.654